{
  "formula": "C45H53Cl3InN6O5S2Si",
  "method": "wB97M-V/def2-TZVPD",
  "e_above_lowest_kcal_mol": 12.7,
  "spin_multiplicity": 1,
  "mol_weight_g_mol": 1071.353,
  "total_charge": -1,
  "e_homo_ev": [-5.08, -4.30],
  "homo_lumo_gap_ev": [6.48, 5.71],
  "symbols": ["In", "C", "C", "C", "C", "C", "C", "C", "N", "C", "C", "C", "C", "C", "C", "C", "N", "C", "C", "C", "C", "H", "H", "H", "H", "H", "H", "H", "H", "H", "H", "H", "H", "H", "H", "H", "H", "H", "H", "H", "H", "H", "H", "H", "H", "Cl", "Si", "Cl", "Cl", "O", "N", "C", "C", "C", "C", "C", "C", "C", "C", "C", "C", "H", "H", "H", "H", "H", "H", "H", "H", "H", "H", "H", "H", "S", "C", "C", "C", "N", "C", "C", "C", "C", "C", "N", "C", "C", "H", "H", "H", "H", "H", "H", "H", "H", "C", "O", "H", "H", "H", "N", "C", "C", "C", "C", "C", "C", "S", "O", "O", "O", "H", "H", "H", "H", "H", "H"],
  "positions_angstrom": [[-1.225553, 1.235179, -0.635736], [-1.803360, -2.918511, 5.240966], [-1.210835, -1.557344, 5.632493], [-2.172927, -0.869395, 6.600094], [0.144856, -1.765400, 6.321358], [-0.995692, -0.728901, 4.372772], [-1.553821, 0.523101, 4.175589], [-1.349684, 1.178161, 2.970898], [-0.659103, 0.665652, 1.959422], [-0.071244, -0.521394, 2.153836], [-0.210281, -1.228802, 3.332676], [0.682603, -1.077231, 0.991964], [1.463868, -2.219282, 1.086282], [2.084341, -2.750605, -0.038664], [1.873534, -2.090429, -1.243384], [1.101606, -0.943039, -1.256363], [0.537268, -0.431878, -0.166858], [2.934279, -4.010603, 0.089070], [4.064262, -3.753593, 1.094775], [3.554551, -4.418874, -1.246275], [2.049281, -5.159749, 0.590927], [-1.985688, -3.506967, 6.142492], [-1.121923, -3.487404, 4.603605], [-2.751676, -2.792508, 4.716994], [-2.301665, -1.499472, 7.482324], [-3.155631, -0.724835, 6.145617], [-1.784698, 0.095868, 6.935567], [0.005463, -2.344464, 7.236391], [0.602156, -0.809668, 6.586950], [0.844613, -2.309583, 5.683429], [-2.178061, 0.986487, 4.923263], [-1.779205, 2.156569, 2.801799], [0.242994, -2.204406, 3.433362], [1.586760, -2.704541, 2.043516], [2.304869, -2.440749, -2.169096], [0.937467, -0.397186, -2.176081], [4.692808, -2.922498, 0.769835], [4.690304, -4.643814, 1.184082], [3.678041, -3.515211, 2.086032], [4.206604, -3.638935, -1.643596], [2.792740, -4.645682, -1.994053], [4.156648, -5.317727, -1.103666], [1.622002, -4.941253, 1.570098], [2.639571, -6.074241, 0.677397], [1.224942, -5.346425, -0.099364], [1.250556, 5.691680, -1.112682], [0.766313, 4.372486, 0.381207], [1.399919, 5.470475, 2.093968], [-1.284116, 4.405505, 0.773418], [1.339570, 2.518103, -1.956908], [0.751308, 2.739369, -0.833628], [3.408166, 2.322432, 1.986697], [3.097907, 2.441028, 0.486024], [3.483733, 1.104111, -0.168436], [1.580733, 2.697396, 0.423347], [3.900436, 3.584648, -0.145877], [4.389874, 4.639770, 0.619286], [5.095301, 5.686042, 0.038891], [5.339129, 5.693284, -1.324327], [4.872106, 4.640017, -2.098534], [4.164001, 3.601262, -1.516503], [2.895583, 1.445484, 2.388510], [3.064682, 3.190351, 2.548888], [4.481185, 2.199142, 2.151569], [3.135906, 0.270564, 0.445670], [4.571197, 1.034654, -0.251314], [3.050669, 1.006820, -1.159842], [1.054052, 2.084018, 1.155916], [4.201610, 4.673772, 1.682976], [5.447506, 6.499740, 0.660594], [5.886984, 6.509120, -1.779179], [5.047234, 4.632015, -3.167500], [3.778365, 2.808675, -2.138176], [-2.123889, 0.650550, -7.693774], [-1.690802, 0.759926, -5.963308], [-2.445164, 0.103537, -5.004470], [-2.062569, 0.191115, -3.674638], [-0.994665, 0.896157, -3.272524], [-0.287025, 1.546770, -4.200423], [-0.597066, 1.503280, -5.551725], [-1.262440, -0.862680, -8.085715], [-1.929048, -2.078363, -8.087638], [-1.213939, -3.226419, -8.397368], [0.082446, -3.232664, -8.696926], [0.708102, -2.057342, -8.697432], [0.087242, -0.852440, -8.405859], [-3.316635, -0.472665, -5.284182], [-2.599183, -0.331463, -2.890812], [0.543938, 2.128265, -3.824543], [0.004051, 2.047757, -6.266796], [-2.982595, -2.129973, -7.849997], [-1.711011, -4.189842, -8.401579], [1.763208, -2.077221, -8.945930], [0.642771, 0.075130, -8.425564], [-2.503614, -1.383446, 0.195820], [-2.272940, -0.488054, -0.862884], [-2.517972, -0.911090, 1.184992], [-1.742965, -2.178989, 0.217287], [-3.479154, -1.864533, 0.081029], [-3.844725, 2.442668, -0.742090], [-4.471724, 1.782401, 0.344695], [-5.120387, 0.566639, 0.187549], [-5.552879, -0.134604, 1.306453], [-5.357109, 0.375541, 2.581663], [-4.778517, 1.628825, 2.725078], [-4.334524, 2.326718, 1.617222], [-5.814310, -0.548233, 4.046166], [-5.892003, -1.928116, 3.594536], [-7.076029, 0.025175, 4.479698], [-4.705018, -0.283994, 4.963891], [-3.698303, 3.426682, -0.561791], [-4.292304, 2.314300, -1.638826], [-5.213118, 0.132216, -0.801384], [-6.004665, -1.112977, 1.207217], [-4.653618, 2.031405, 3.721291], [-3.867111, 3.299717, 1.726742]],
  "forces_ev_per_a": [[0.602, 0.394, 0.274], [-0.011, 0.016, -0.030], [0.013, 0.082, 0.051], [-0.040, -0.039, 0.026], [0.031, -0.012, -0.017], [0.030, -0.090, -0.035], [-0.043, 0.062, 0.018], [-0.035, 0.068, -0.029], [0.125, 0.044, 0.014], [0.059, -0.070, -0.104], [-0.068, -0.022, 0.033], [-0.087, 0.097, 0.048], [0.046, -0.025, 0.030], [0.006, -0.023, -0.017], [0.020, -0.013, 0.015], [0.106, 0.020, 0.121], [0.011, -0.140, -0.323], [-0.018, 0.042, -0.019], [0.020, -0.004, -0.001], [0.009, -0.015, -0.008], [-0.011, -0.004, 0.003], [-0.004, 0.000, 0.000], [-0.024, -0.004, -0.001], [-0.034, 0.025, 0.009], [0.052, -0.014, 0.038], [0.124, 0.024, 0.052], [0.026, -0.012, 0.015], [-0.001, -0.003, 0.005], [-0.019, -0.003, 0.005], [0.020, -0.003, -0.009], [-0.078, -0.029, -0.003], [-0.060, 0.017, -0.034], [0.004, 0.018, 0.003], [0.003, 0.019, -0.002], [0.002, 0.000, -0.005], [-0.006, 0.045, -0.031], [0.001, 0.002, -0.006], [0.002, -0.002, 0.004], [-0.007, 0.004, 0.002], [0.003, 0.006, 0.006], [-0.010, 0.000, 0.004], [0.005, 0.000, -0.003], [0.000, 0.004, 0.004], [0.005, -0.004, 0.004], [0.003, 0.000, -0.007], [-0.030, 0.001, -0.015], [0.120, -0.045, 0.109], [-0.064, 0.046, 0.009], [0.078, -0.022, -0.044], [0.171, -0.133, 0.092], [-0.204, 0.079, -0.047], [0.043, -0.017, 0.023], [-0.008, 0.036, 0.026], [-0.024, -0.009, -0.023], [-0.136, 0.179, -0.026], [0.022, -0.056, -0.056], [-0.019, 0.056, 0.032], [-0.002, -0.015, -0.015], [0.005, -0.026, 0.012], [-0.008, 0.010, -0.004], [-0.016, 0.023, 0.039], [0.005, -0.002, 0.016], [-0.011, -0.018, 0.003], [0.000, 0.004, -0.018], [-0.046, -0.005, -0.022], [0.008, -0.010, 0.051], [0.012, 0.021, -0.027], [0.010, -0.127, 0.034], [0.027, 0.002, -0.041], [0.001, 0.004, 0.002], [-0.006, 0.005, -0.006], [0.007, 0.000, -0.002], [-0.036, -0.030, -0.035], [-0.042, 0.056, -0.037], [0.039, -0.025, -0.010], [-0.031, -0.032, 0.033], [0.153, -0.034, -0.107], [-0.342, -0.042, -0.049], [0.005, 0.075, 0.062], [-0.013, -0.003, -0.020], [0.018, -0.032, 0.034], [-0.020, 0.013, -0.005], [0.026, -0.023, -0.011], [-0.034, 0.050, 0.007], [0.012, -0.029, -0.005], [0.000, 0.016, 0.008], [0.004, -0.012, 0.008], [-0.007, 0.023, 0.068], [0.023, 0.036, 0.060], [0.018, -0.003, 0.009], [-0.003, -0.006, 0.005], [-0.004, -0.009, 0.000], [0.009, -0.002, -0.002], [0.008, 0.000, 0.004], [-0.039, -0.036, -0.079], [-0.407, -0.349, 0.053], [-0.064, 0.009, -0.030], [0.018, -0.007, 0.011], [-0.013, -0.048, -0.049], [0.018, -0.006, -0.108], [0.026, 0.146, -0.040], [0.081, -0.098, 0.029], [0.023, 0.000, 0.060], [-0.022, 0.075, -0.090], [0.018, -0.081, 0.038], [-0.045, 0.077, 0.022], [-0.097, 0.011, -0.114], [0.036, -0.067, 0.022], [0.008, -0.001, 0.017], [-0.046, 0.017, -0.036], [0.046, -0.003, -0.057], [-0.064, -0.097, 0.054], [-0.006, 0.000, 0.004], [-0.016, 0.000, -0.010], [0.021, 0.039, 0.034], [0.036, -0.006, 0.048]]
}